Model P:
ORCA calculation (the ωB97M-V functional and the def2-TZVPD basis) on 2 unconnected molecules or ions with the total composition C6H14.

Geometry as XYZ:
```
20
Properties=species:S:1:pos:R:3:mulliken_charge:R:1
C 2.82 0.23 0.37 -0.7134
C 1.60 -0.31 0.42 -0.3481
C 0.33 0.49 0.57 -0.7052
C -0.98 -0.31 0.44 0.8062
C -2.13 0.51 1.03 -1.5439
C -1.31 -0.72 -1.00 -1.4692
H 2.96 1.30 0.41 0.2448
H 3.71 -0.38 0.27 0.2617
H 1.50 -1.40 0.36 0.2852
H 0.32 1.31 -0.16 0.3922
H 0.34 0.96 1.56 0.3723
H -0.88 -1.22 1.04 0.2125
H -3.07 -0.04 0.99 0.4027
H -1.93 0.79 2.07 0.3861
H -2.27 1.44 0.46 0.3281
H -2.26 -1.26 -1.03 0.4060
H -1.41 0.17 -1.64 0.3388
H -0.54 -1.36 -1.43 0.3548
H 1.82 -0.01 -2.66 0.0863
H 1.38 -0.18 -2.08 -0.0979
```

Its LUMO energy is 1.261 eV. The calculation puts the HOMO energy at -0.3487 hartree. The value obtained for the orbital gap is 10.75 eV. As for the spin multiplicity: 1.


Model Q:
ORCA calculation (the ωB97M-V functional and the def2-TZVPD basis) on a single C6H14 molecule.

Geometry as XYZ:
```
20
Properties=species:S:1:pos:R:3:mulliken_charge:R:1
C 2.58 0.02 -0.37 -1.2986
C 1.28 -0.71 0.00 -0.6069
C -0.06 0.03 0.21 0.7990
C -0.08 1.47 -0.25 -1.6615
C -1.23 -0.85 -0.20 -0.5524
C -2.53 -0.31 0.38 -1.2815
H 2.88 0.65 0.48 0.3332
H 3.39 -0.71 -0.51 0.3591
H 2.58 0.66 -1.26 0.3050
H 1.21 -1.72 -0.43 0.4394
H 1.25 -0.81 1.07 0.2356
H -0.16 0.12 1.36 0.1018
H -0.91 1.95 0.26 0.4721
H 0.85 1.96 0.07 0.3843
H -0.18 1.59 -1.33 0.3060
H -1.03 -1.86 0.18 0.3398
H -1.30 -0.95 -1.29 0.3194
H -2.81 0.63 -0.09 0.2840
H -3.35 -1.02 0.26 0.3745
H -2.39 -0.12 1.46 0.3477
```

Its LUMO energy is 1.165 eV. The calculation puts the HOMO energy at -0.3639 hartree. The value obtained for the orbital gap is 11.07 eV. As for the spin multiplicity: 1.


Unit: hartree. Relative energies: model P 0.0233; model Q 0.0000.


Model P:
ORCA calculation (the ωB97M-V functional and the def2-TZVPD basis) on a single C6H14 molecule.

Geometry as XYZ:
```
20
Properties=species:S:1:pos:R:3:mulliken_charge:R:1
C 2.83 0.28 -0.02 -0.9930
C 1.44 -0.35 -0.16 -0.3377
C 0.30 0.47 0.37 -0.8672
C -1.01 -0.30 0.34 0.8448
C -2.10 0.53 1.01 -1.5420
C -1.44 -0.73 -1.06 -1.4671
H 2.92 1.33 0.31 0.3001
H 2.57 0.20 -1.10 0.2513
H 3.69 -0.34 0.26 0.2695
H 1.24 -0.42 -1.38 0.0981
H 1.48 -1.40 0.12 0.3887
H 0.24 1.38 -0.26 0.2896
H 0.51 0.82 1.39 0.3819
H -0.85 -1.21 0.94 0.1823
H -3.05 -0.02 1.04 0.4011
H -1.82 0.81 2.03 0.3771
H -2.27 1.46 0.44 0.3343
H -2.40 -1.26 -1.02 0.4187
H -1.57 0.14 -1.71 0.3070
H -0.71 -1.39 -1.54 0.3627
```

Its LUMO energy is 1.156 eV. The calculation puts the HOMO energy at -0.3417 hartree. The value obtained for the orbital gap is 10.45 eV. As for the spin multiplicity: 1.


Model Q:
ORCA calculation (the ωB97M-V functional and the def2-TZVPD basis) on 2 unconnected molecules or ions with the total composition C6H14.

Geometry as XYZ:
```
20
Properties=species:S:1:pos:R:3:mulliken_charge:R:1
C -1.17 -1.46 1.81 -1.2292
C -0.60 -0.16 1.31 -0.2772
C -0.42 0.19 0.03 0.7005
C -0.78 -0.70 -1.12 -1.3010
C 0.07 1.58 -0.32 -0.5023
C 1.27 1.63 -1.26 -1.1511
H -0.69 -2.34 1.37 0.3191
H -1.06 -1.54 2.90 0.3365
H -2.24 -1.53 1.59 0.2947
H -0.34 0.58 2.07 0.2673
H 0.07 -0.86 -1.79 0.3432
H -1.12 -1.69 -0.80 0.3459
H -1.58 -0.25 -1.72 0.3215
H 0.31 2.12 0.61 0.3054
H -0.77 2.13 -0.78 0.2880
H 1.02 1.26 -2.26 0.2937
H 1.63 2.66 -1.38 0.3730
H 2.10 1.03 -0.87 0.2834
H 1.85 -1.15 0.44 -0.3030
H 2.46 -1.49 0.16 0.2918
```

Its LUMO energy is 1.174 eV. The calculation puts the HOMO energy at -0.3254 hartree. The value obtained for the orbital gap is 10.03 eV. As for the spin multiplicity: 1.


Unit: hartree. Relative energies: model P 0.0232; model Q 0.0000.


Model P:
ORCA calculation (the ωB97M-V functional and the def2-TZVPD basis) on a gas-phase ion, C3H11N2S2 (charge +1).

Geometry as XYZ:
```
18
Properties=species:S:1:pos:R:3:mulliken_charge:R:1
N -1.74 -1.67 0.51 -0.5869
C -1.14 -0.28 0.83 -0.7610
C 0.05 -0.10 -0.10 0.1816
N 0.90 -1.35 -0.04 -0.3282
C 0.94 1.02 0.28 -1.0586
S 1.99 1.70 -1.06 -0.0358
S 1.17 3.41 -1.58 -0.1293
H -2.30 -1.53 -0.36 0.2381
H -2.19 -2.03 1.37 0.2447
H -1.92 0.48 0.56 0.3987
H -0.92 -0.26 1.98 0.3668
H -0.27 -0.06 -1.18 0.2552
H 1.93 -1.14 0.21 0.3724
H 0.85 -1.66 -1.04 0.3894
H 0.37 -2.18 0.44 0.4024
H 0.10 1.72 0.66 0.3490
H 1.46 0.81 1.24 0.5382
H 0.72 3.11 -2.73 0.1633
```

Its LUMO energy is -3.356 eV. The calculation puts the HOMO energy at -0.4601 hartree. The value obtained for the orbital gap is 9.16 eV. Its charge is +1. As for the spin multiplicity: 1.


Model Q:
ORCA calculation (the ωB97M-V functional and the def2-TZVPD basis) on 2 unconnected molecules or ions with the total composition C3H11N2S2.

Geometry as XYZ:
```
18
Properties=species:S:1:pos:R:3:mulliken_charge:R:1
C 0.98 -1.70 -1.39 -0.8607
S 0.24 -2.02 0.25 -0.1387
S -1.61 -2.76 -0.29 -0.1124
H 1.28 -2.58 -1.95 0.3315
H 1.84 -1.05 -1.25 0.3283
H 0.21 -1.26 -1.97 0.3822
H -2.21 -1.52 -0.49 0.1798
C -0.26 2.10 -0.70 -1.0549
N 0.21 0.10 2.34 -0.1796
C -0.07 1.06 1.46 0.3169
N -0.04 0.88 0.16 -0.0441
H 0.00 1.84 -1.73 0.2906
H 0.35 2.89 -0.42 0.4331
H -1.28 2.38 -0.70 0.3978
H 0.50 -0.84 1.98 0.1099
H 0.32 0.39 3.31 0.2516
H -0.31 2.09 1.76 0.3880
H -0.14 0.01 -0.34 -0.0193
```

Its LUMO energy is -3.572 eV. The calculation puts the HOMO energy at -0.4864 hartree. The value obtained for the orbital gap is 9.66 eV. Its charge is +1. As for the spin multiplicity: 1.


Unit: hartree. Relative energies: model P 0.0292; model Q 0.0000.


Model P:
ORCA calculation (the ωB97M-V functional and the def2-TZVPD basis) on a gas-phase ion, C2H3O2 (charge +1).

Geometry as XYZ:
```
7
Properties=species:S:1:pos:R:3:mulliken_charge:R:1
C 0.75 -0.01 -0.09 -0.1505
C -0.62 -0.41 0.21 0.2727
O -1.01 0.95 0.64 -0.1044
O -0.42 0.69 -0.61 0.0756
H 1.33 0.56 0.64 0.2864
H 1.31 -0.57 -0.85 0.2674
H -1.33 -1.21 0.07 0.3527
```

Its LUMO energy is -5.302 eV. The calculation puts the HOMO energy at -0.6927 hartree. The value obtained for the orbital gap is 13.55 eV. Its charge is +1. As for the spin multiplicity: 1.


Model Q:
ORCA calculation (the ωB97M-V functional and the def2-TZVPD basis) on a molecular structure, C2H3O2.

Geometry as XYZ:
```
7
Properties=species:S:1:pos:R:3:mulliken_charge:R:1
C -0.30 0.35 0.62 -0.1966
C 0.11 -0.07 -0.71 0.2622
O 1.36 -0.48 -0.51 -0.0663
O 0.29 -1.07 0.34 0.0179
H 0.28 0.88 1.31 0.2837
H -1.34 0.44 1.01 0.2764
H -0.39 -0.05 -2.06 0.4229
```

Its LUMO energy is -6.348 eV. The calculation puts the HOMO energy at -0.6758 hartree. The value obtained for the orbital gap is 12.04 eV. Its charge is +1. As for the spin multiplicity: 1.


Unit: hartree. Relative energies: model P 0.0000; model Q 0.0414.


Model P:
ORCA calculation (the ωB97M-V functional and the def2-TZVPD basis) on 2 unconnected molecules or ions with the total composition C2H3O2.

Geometry as XYZ:
```
7
Properties=species:S:1:pos:R:3:mulliken_charge:R:1
C 0.38 0.14 -1.56 0.0607
C -0.41 -0.28 2.11 0.4914
O -0.46 -0.42 3.19 0.0364
O -0.24 -0.38 -0.67 -0.4635
H 1.05 1.03 -1.23 0.1914
H 0.18 0.15 -2.68 0.2745
H -0.51 -0.23 0.84 0.4091
```

Its LUMO energy is -5.779 eV. The calculation puts the HOMO energy at -0.5867 hartree. The value obtained for the orbital gap is 10.19 eV. Its charge is +1. As for the spin multiplicity: 1.


Model Q:
ORCA calculation (the ωB97M-V functional and the def2-TZVPD basis) on 2 unconnected molecules or ions with the total composition C2H3O2.

Geometry as XYZ:
```
7
Properties=species:S:1:pos:R:3:mulliken_charge:R:1
C 1.67 -0.53 -0.17 0.4634
C -1.32 0.48 0.14 0.0764
O 2.59 -0.02 0.14 0.0333
O -0.13 0.56 -0.10 -0.4384
H 1.13 -1.40 -0.52 0.3782
H -2.15 1.30 0.16 0.2582
H -1.80 -0.40 0.36 0.2287
```

Its LUMO energy is -5.858 eV. The calculation puts the HOMO energy at -0.5952 hartree. The value obtained for the orbital gap is 10.34 eV. Its charge is +1. As for the spin multiplicity: 1.


Unit: hartree. Relative energies: model P 0.0000; model Q 0.0084.


Model P:
ORCA calculation (the ωB97M-V functional and the def2-TZVPD basis) on a single C2H4OSi molecule.

Geometry as XYZ:
```
8
Properties=species:S:1:pos:R:3:mulliken_charge:R:1
C 2.34 -0.25 0.06 -0.0062
C 1.23 0.22 0.08 -0.2969
O -0.13 0.97 0.26 -0.2251
Si -1.47 0.06 0.07 0.3693
H 3.17 -0.85 0.08 0.4158
H -1.67 0.30 -1.47 -0.0844
H -2.55 0.83 0.56 -0.0924
H -0.93 -1.28 0.36 -0.0800
```

Its LUMO energy is 0.519 eV. The calculation puts the HOMO energy at -0.3768 hartree. The value obtained for the orbital gap is 10.77 eV. As for the spin multiplicity: 1.


Model Q:
ORCA calculation (the ωB97M-V functional and the def2-TZVPD basis) on a single C2H4OSi molecule.

Geometry as XYZ:
```
8
Properties=species:S:1:pos:R:3:mulliken_charge:R:1
C 2.86 0.08 0.06 -0.1729
C 1.75 -0.38 -0.02 -0.0705
O 0.47 -0.93 -0.28 -0.2205
Si -0.98 -0.30 -0.01 0.3589
H 3.88 0.25 -0.16 0.3712
H -1.04 1.11 -0.44 -0.1030
H -1.01 -0.25 1.42 -0.0752
H -1.53 -0.96 -1.09 -0.0880
```

Its LUMO energy is 0.610 eV. The calculation puts the HOMO energy at -0.3663 hartree. The value obtained for the orbital gap is 10.58 eV. As for the spin multiplicity: 1.


Unit: hartree. Relative energies: model P 0.0217; model Q 0.0000.


Model P:
ORCA calculation (the ωB97M-V functional and the def2-TZVPD basis) on a molecular structure, C23H13BaCl6N3O14.

Geometry as XYZ:
```
60
Properties=species:S:1:pos:R:3:mulliken_charge:R:1
Ba 1.47 -1.62 -0.33 2.5380
O 3.18 1.15 2.34 -0.6926
C 3.07 0.69 1.14 0.7809
O 3.52 -0.37 0.72 -0.8112
C 2.28 1.61 0.20 0.2480
O 1.91 0.97 -0.99 -0.0670
C 2.95 0.94 -1.97 -0.3309
C 2.79 -0.30 -2.90 0.3974
O 3.11 -0.15 -4.08 -0.7758
O 2.40 -1.35 -2.32 -0.8846
H 3.34 0.34 3.10 0.5080
H 2.85 2.53 0.02 0.4384
H 1.36 1.88 0.73 -0.5312
H 3.93 0.84 -1.49 0.3091
H 2.93 1.86 -2.57 0.2357
O 3.44 -3.24 5.37 -0.7120
C 3.05 -3.02 4.24 0.2715
C 2.87 -1.70 3.60 -0.2519
O 3.43 -0.63 3.98 -0.7963
C 1.96 -1.86 2.51 0.5307
C 2.05 -3.25 2.09 1.1014
O 1.64 -3.66 0.99 -1.1205
C 2.68 -4.03 3.19 0.2679
O 2.86 -5.22 3.24 -0.6724
O 1.23 -1.00 1.94 -0.7073
O -2.77 -3.20 -4.68 -0.6338
C -3.24 -1.98 -4.75 0.4851
O -4.06 -1.65 -5.58 -0.6801
C -2.71 -1.01 -3.75 -0.6532
C -3.01 0.33 -3.68 0.6239
Cl -4.05 1.18 -4.73 -0.2364
N -2.32 0.87 -2.63 0.5791
N -1.59 -0.09 -2.03 -0.4203
C -1.80 -1.21 -2.68 0.1843
C -1.13 -2.49 -2.22 0.6268
O -1.37 -3.52 -2.88 -0.8569
O -0.42 -2.42 -1.19 -0.7879
C -2.30 2.19 -2.07 0.5342
C -1.50 2.40 -0.95 0.2705
C -1.46 3.64 -0.35 -0.3806
C -2.21 4.70 -0.86 -0.6524
C -2.98 4.49 -1.99 -0.7287
C -3.03 3.25 -2.60 -0.8352
H -2.14 -3.32 -3.86 0.4718
H -0.92 1.58 -0.55 0.3117
H -0.85 3.78 0.53 0.4183
H -2.18 5.67 -0.38 0.3700
H -3.56 5.31 -2.41 0.3501
H -3.65 3.11 -3.47 0.3212
Cl -1.12 -2.39 3.62 -0.1705
C -1.45 -2.60 1.91 0.3854
Cl -2.17 -1.15 1.19 -0.1503
H -2.14 -3.43 1.80 0.5107
H -0.52 -2.78 1.39 -0.4277
Cl -0.43 3.22 5.42 -0.1445
C -0.63 1.52 4.91 0.7194
Cl -2.27 1.00 5.34 -0.1071
Cl 0.58 0.51 5.69 -0.0534
C -0.49 1.48 3.46 -0.3569
N -0.42 1.56 2.32 -0.1597
```

Its LUMO energy is 3.433 eV. The calculation puts the HOMO energy at -0.0983 hartree. The value obtained for the orbital gap is 6.11 eV. Its charge is -2. As for the spin multiplicity: 1.


Model Q:
ORCA calculation (the ωB97M-V functional and the def2-TZVPD basis) on a molecular structure, C23H13BaCl6N3O14.

Geometry as XYZ:
```
60
Properties=species:S:1:pos:R:3:mulliken_charge:R:1
Ba 0.11 0.86 0.15 1.9604
O 0.18 -3.38 -2.40 -0.5672
C 0.43 -2.09 -2.09 0.8237
O -0.43 -1.27 -2.00 -0.5888
C 1.91 -1.83 -1.87 -0.7090
O 2.18 -0.49 -1.61 -0.2080
C 2.17 0.34 -2.78 -0.2098
C 2.14 1.80 -2.34 0.1609
O 2.97 2.58 -2.78 -0.7408
O 1.19 2.06 -1.53 -0.7241
H -0.80 -3.46 -2.39 0.3452
H 2.46 -2.21 -2.75 0.4152
H 2.23 -2.41 -1.00 0.2775
H 1.27 0.13 -3.36 0.2800
H 3.07 0.16 -3.38 0.3057
O -3.13 3.72 5.56 -0.6295
C -2.71 3.20 4.54 0.5036
C -1.88 3.88 3.45 0.1974
O -1.55 5.05 3.41 -0.6491
C -1.55 2.80 2.44 0.6643
C -2.27 1.65 2.81 -0.0215
O -2.29 0.50 2.08 -0.2656
C -2.92 1.75 4.09 0.2683
O -3.55 0.91 4.72 -0.7223
O -0.77 2.97 1.48 -0.6068
O 2.41 -4.60 3.50 -0.5569
C 1.36 -5.29 3.08 0.4569
O 1.12 -6.41 3.47 -0.6362
C 0.46 -4.62 2.09 -0.1064
C -0.60 -5.23 1.44 0.0412
Cl -1.27 -6.79 1.67 -0.1767
N -1.18 -4.34 0.61 0.4788
N -0.53 -3.16 0.68 -0.2041
C 0.44 -3.30 1.56 0.2621
C 1.34 -2.11 1.75 0.3017
O 2.45 -2.30 2.27 -0.9311
O 0.89 -1.06 1.27 -0.2310
C -2.22 -4.40 -0.35 0.2359
C -2.55 -5.58 -1.01 -0.6104
C -3.54 -5.55 -1.98 -0.7089
C -4.18 -4.37 -2.31 -0.6375
C -3.82 -3.20 -1.65 -0.6248
C -2.85 -3.20 -0.67 0.4995
H 2.44 -3.67 3.09 0.4243
H -2.04 -6.51 -0.79 0.4001
H -3.79 -6.47 -2.49 0.3425
H -4.95 -4.35 -3.07 0.3994
H -4.30 -2.26 -1.88 0.2892
H -2.57 -2.29 -0.17 0.4285
Cl 3.22 5.32 1.30 -0.2356
C 2.24 3.96 0.66 0.2146
Cl 2.64 2.44 1.49 -0.1165
H 2.47 3.83 -0.40 0.0528
H 1.20 4.17 0.87 0.1373
Cl -4.65 -1.18 1.90 -0.1531
C -4.41 0.30 0.93 0.9815
Cl -5.21 0.07 -0.65 -0.1683
Cl -5.20 1.67 1.76 -0.1427
C -2.93 0.58 0.68 -0.2173
N -2.33 0.70 -0.34 -1.0480
```

Its LUMO energy is 3.652 eV. The calculation puts the HOMO energy at -0.1091 hartree. The value obtained for the orbital gap is 6.62 eV. Its charge is -2. As for the spin multiplicity: 1.


Unit: hartree. Relative energies: model P 0.0464; model Q 0.0000.


Model P:
ORCA calculation (the ωB97M-V functional and the def2-TZVPD basis) on a single C3H5ClOS molecule.

Geometry as XYZ:
```
11
Properties=species:S:1:pos:R:3:mulliken_charge:R:1
C -1.02 1.46 -0.06 -0.7505
O 0.11 0.67 -0.02 -0.2503
C -0.07 -0.63 -0.23 0.2978
S -1.44 -1.47 -0.11 -0.2411
C 1.23 -1.27 0.06 -0.4116
Cl 2.68 -0.31 -0.13 -0.1776
H -1.69 1.40 0.84 0.3122
H -1.58 1.29 -1.01 0.3535
H -0.77 2.54 -0.09 0.2490
H 1.11 -1.47 1.17 0.2561
H 1.43 -2.23 -0.42 0.3625
```

Its LUMO energy is -0.062 eV. The calculation puts the HOMO energy at -0.3386 hartree. The value obtained for the orbital gap is 9.15 eV. As for the spin multiplicity: 1.


Model Q:
ORCA calculation (the ωB97M-V functional and the def2-TZVPD basis) on a single C3H5ClOS molecule.

Geometry as XYZ:
```
11
Properties=species:S:1:pos:R:3:mulliken_charge:R:1
C -0.50 -0.90 0.87 -1.1554
C 0.50 0.03 0.25 0.3473
Cl 1.58 -0.86 -0.88 -0.2908
C -0.18 1.10 -0.55 0.1286
O 0.19 1.13 -1.80 -0.4664
S -1.45 2.00 0.11 -0.2582
H -1.27 -0.35 1.53 0.3529
H 0.10 -1.56 1.52 0.3031
H -0.89 -1.47 0.03 0.3254
H 1.16 0.53 1.07 0.3276
H 0.75 0.36 -2.16 0.3859
```

Its LUMO energy is 0.173 eV. The calculation puts the HOMO energy at -0.3252 hartree. The value obtained for the orbital gap is 9.02 eV. As for the spin multiplicity: 1.


Unit: hartree. Relative energies: model P 0.0103; model Q 0.0000.